The following is a quantum chemistry calculation of the molecule C5H7N3 in a non-equilibrium geometry, from the OMol25 dataset.

Structure (XYZ):
```
15
Properties=species:S:1:pos:R:3:lowdin_charge:R:1
N -1.241 -1.918 -0.001 0.08
N 2.148 1.356 0.368 0.02
N -1.298 -0.502 1.954 0.01
C -0.805 -0.822 0.592 -0.46
C 0.719 1.055 0.708 -0.06
C -0.097 0.230 -0.188 -0.24
C 0.023 0.344 -1.593 -0.13
C 0.392 0.169 -2.814 0.10
H 1.029 -0.101 -3.780 0.08
H 2.465 2.041 1.187 0.13
H -1.818 -2.362 0.860 0.08
H -1.293 0.547 2.254 0.11
H -2.256 -1.048 1.975 0.11
H 0.770 1.037 1.703 0.04
H 2.461 1.484 -0.669 0.12
```

SMILES string: [H]/N=C(N)/C(C#C)=C/N
spin multiplicity: 1
gap between HOMO and LUMO: 0.2891 Ha
E_HOMO: -7.951 eV
ΔE to the lowest compared entry with this formula, charge and spin: 148.4 kcal/mol